No. 1
{
  "formula": "C25H44O14S",
  "method": "ωB97M-V with the def2-TZVPD basis set",
  "total_energy_ev": -66135.9816,
  "lumo_ev": 0.06,
  "e_above_lowest_kcal_mol": 54.2,
  "largest_force_ev_per_a": 6.06,
  "smiles": "C[C@H]1COC(=O)O1.C[C@H]1COC(=O)O1.C[C@H]1COC(=O)O1.O=S1(=O)CCCC1.CC(C)=O.CC(C)=O.CC(C)=O",
  "homo_energy_ev": -9.6,
  "gap_ev": 9.637,
  "symbols": ["C", "C", "C", "O", "C", "O", "O", "H", "H", "H", "H", "H", "H", "C", "C", "C", "O", "C", "O", "O", "H", "H", "H", "H", "H", "H", "C", "C", "C", "O", "C", "O", "O", "H", "H", "H", "H", "H", "H", "O", "S", "O", "C", "C", "C", "C", "H", "H", "H", "H", "H", "H", "H", "H", "C", "C", "C", "O", "H", "H", "H", "H", "H", "H", "C", "C", "C", "O", "H", "H", "H", "H", "H", "H", "C", "C", "C", "O", "H", "H", "H", "H", "H", "H"],
  "coordinates": [[-2.161, 5.482, -0.477], [-2.829, 5.760, 0.856], [-2.742, 4.785, 2.023], [-2.252, 5.498, 3.123], [-2.016, 6.783, 2.711], [-1.592, 7.639, 3.557], [-2.375, 6.975, 1.394], [-1.079, 5.376, -0.545], [-2.391, 6.364, -1.075], [-2.533, 4.676, -1.109], [-3.900, 5.902, 0.717], [-1.994, 4.033, 1.772], [-3.675, 4.258, 2.219], [-0.089, -0.247, 4.460], [0.973, -1.299, 4.766], [0.580, -2.804, 4.655], [1.704, -3.295, 3.873], [2.513, -2.303, 3.408], [3.396, -2.370, 2.529], [2.074, -1.125, 3.950], [-0.847, -0.292, 5.242], [-0.505, -0.389, 3.463], [0.257, 0.775, 4.610], [1.324, -1.219, 5.794], [-0.378, -3.107, 4.232], [0.610, -3.328, 5.611], [1.369, -1.966, -0.973], [-0.055, -1.283, -1.059], [-1.025, -1.874, -0.035], [-1.367, -0.756, 0.764], [-0.691, 0.360, 0.277], [-0.928, 1.544, 0.674], [0.119, 0.065, -0.696], [1.821, -1.790, 0.003], [2.174, -1.739, -1.671], [1.356, -3.043, -1.140], [-0.494, -1.292, -2.056], [-0.404, -2.468, 0.635], [-1.822, -2.450, -0.505], [3.411, 4.552, 1.081], [2.276, 3.646, 0.982], [0.924, 4.161, 0.827], [2.383, 2.327, -0.333], [3.248, 1.332, 0.262], [2.853, 1.084, 1.720], [2.586, 2.473, 2.379], [2.785, 2.797, -1.230], [1.368, 1.972, -0.514], [3.092, 0.381, -0.248], [4.311, 1.564, 0.197], [3.608, 0.459, 2.197], [1.937, 0.496, 1.773], [3.598, 2.685, 2.723], [1.782, 2.482, 3.115], [-0.951, -6.255, -1.052], [-1.779, -5.336, -0.196], [-3.188, -5.060, -0.663], [-1.341, -4.820, 0.773], [-1.412, -7.243, -1.074], [0.089, -6.350, -0.742], [-0.964, -5.934, -2.093], [-3.215, -5.225, -1.740], [-3.556, -4.097, -0.310], [-3.767, -5.691, 0.012], [4.367, -2.443, -3.452], [3.360, -1.702, -4.267], [2.646, -2.380, -5.405], [3.188, -0.492, -4.000], [3.913, -3.433, -3.499], [4.276, -2.197, -2.394], [5.365, -2.270, -3.856], [1.951, -1.705, -5.904], [2.039, -3.219, -5.065], [3.440, -2.633, -6.107], [-4.755, 0.897, -2.977], [-3.393, 0.451, -2.743], [-2.238, 1.468, -3.189], [-3.156, -0.558, -2.079], [-5.343, 0.324, -2.260], [-5.157, 0.856, -3.990], [-4.948, 1.910, -2.625], [-1.457, 1.667, -2.455], [-2.600, 2.382, -3.658], [-1.698, 0.838, -3.895]]
}

---

No. 2
{
  "formula": "C15H20N2O3S",
  "method": "ωB97M-V with the def2-TZVPD basis set",
  "total_energy_ev": -35836.0084,
  "lumo_ev": -0.13,
  "e_above_lowest_kcal_mol": 69.4,
  "largest_force_ev_per_a": 3.28,
  "smiles": "Cc1ccc(S(=O)(=O)N=C=O)cc1.C1CN2CCC1CC2",
  "homo_energy_ev": -8.0,
  "gap_ev": 7.875,
  "symbols": ["C", "C", "C", "C", "C", "S", "O", "O", "N", "C", "O", "C", "C", "H", "H", "H", "H", "H", "H", "H", "C", "C", "N", "C", "C", "C", "C", "C", "H", "H", "H", "H", "H", "H", "H", "H", "H", "H", "H", "H", "H"],
  "coordinates": [[5.953, -2.752, -7.058], [4.686, -3.105, -6.349], [3.456, -2.719, -6.901], [2.273, -3.014, -6.227], [2.359, -3.657, -4.995], [0.866, -4.015, -4.096], [-0.276, -3.773, -4.933], [1.028, -5.246, -3.372], [0.904, -2.654, -2.745], [-0.067, -2.534, -2.022], [-1.076, -2.476, -1.400], [3.556, -4.147, -4.491], [4.730, -3.847, -5.164], [6.808, -3.145, -6.502], [5.937, -3.186, -8.063], [6.065, -1.667, -7.169], [3.430, -2.195, -7.855], [1.307, -2.763, -6.642], [3.556, -4.757, -3.590], [5.693, -4.197, -4.772], [-0.174, -0.544, 2.462], [-0.549, -1.350, 1.229], [0.529, -1.211, 0.197], [1.814, -1.754, 0.710], [2.247, -0.951, 1.927], [1.188, 0.143, 2.218], [1.057, 1.055, 0.970], [0.650, 0.207, -0.227], [-0.964, 0.193, 2.649], [-0.128, -1.221, 3.322], [-0.656, -2.425, 1.464], [-1.490, -0.994, 0.778], [1.647, -2.816, 0.966], [2.559, -1.711, -0.104], [2.348, -1.632, 2.780], [3.228, -0.505, 1.736], [1.478, 0.730, 3.085], [0.293, 1.827, 1.128], [2.006, 1.555, 0.751], [1.388, 0.269, -1.046], [-0.333, 0.517, -0.625]]
}

---

No. 3
{
  "formula": "C53H75N5O29",
  "method": "ωB97M-V with the def2-TZVPD basis set",
  "total_energy_ev": -122991.2000,
  "lumo_ev": -2.16,
  "largest_force_ev_per_a": 4.92,
  "smiles": "O=C1C=C(O)C(=O)C=C1O.O=C1C=C(O)C(=O)C=C1O.O=C1C=C(O)C(=O)C=C1O.O=C1C=C(O)C(=O)C=C1O.O=C1C=C(O)C(=O)C=C1O.CN(C)C=O.CN(C)C=O.CN(C)C=O.CN(C)C=O.CN(C)C=O.COCCOC.COCCOC",
  "homo_energy_ev": -9.5,
  "gap_ev": 7.336,
  "symbols": ["O", "C", "C", "C", "O", "C", "O", "C", "C", "O", "H", "H", "H", "H", "O", "C", "C", "C", "O", "C", "O", "C", "C", "O", "H", "H", "H", "H", "O", "C", "C", "C", "O", "C", "O", "C", "C", "O", "H", "H", "H", "H", "O", "C", "C", "C", "O", "C", "O", "C", "C", "O", "H", "H", "H", "H", "O", "C", "C", "C", "O", "C", "O", "C", "C", "O", "H", "H", "H", "H", "C", "N", "C", "C", "O", "H", "H", "H", "H", "H", "H", "H", "C", "N", "C", "C", "O", "H", "H", "H", "H", "H", "H", "H", "C", "N", "C", "C", "O", "H", "H", "H", "H", "H", "H", "H", "C", "N", "C", "C", "O", "H", "H", "H", "H", "H", "H", "H", "C", "N", "C", "C", "O", "H", "H", "H", "H", "H", "H", "H", "C", "O", "C", "C", "O", "C", "H", "H", "H", "H", "H", "H", "H", "H", "H", "H", "C", "O", "C", "C", "O", "C", "H", "H", "H", "H", "H", "H", "H", "H", "H", "H"],
  "coordinates": [[9.212, -31.838, -9.245], [9.372, -30.610, -9.267], [9.217, -29.840, -8.022], [9.234, -28.448, -8.003], [9.239, -27.773, -6.830], [9.592, -27.551, -9.167], [9.661, -26.343, -9.085], [9.848, -28.436, -10.351], [9.802, -29.783, -10.450], [9.926, -30.330, -11.737], [9.104, -30.326, -7.064], [9.876, -27.057, -6.888], [10.081, -27.885, -11.250], [9.565, -31.212, -11.621], [16.410, -26.057, -12.369], [16.524, -25.920, -13.528], [15.567, -25.207, -14.291], [15.641, -25.026, -15.617], [14.669, -24.499, -16.354], [16.736, -25.564, -16.431], [16.797, -25.376, -17.687], [17.701, -26.339, -15.680], [17.569, -26.501, -14.398], [18.625, -27.076, -13.741], [14.675, -24.907, -13.761], [14.163, -23.974, -15.730], [18.574, -26.697, -16.205], [18.385, -27.184, -12.818], [3.089, -28.996, -11.191], [2.584, -29.331, -12.247], [2.954, -30.459, -13.156], [2.550, -30.775, -14.378], [2.896, -31.948, -14.975], [1.524, -29.921, -15.104], [1.057, -30.116, -16.251], [1.062, -28.821, -14.241], [1.451, -28.574, -12.941], [0.996, -27.384, -12.436], [3.685, -31.111, -12.702], [2.439, -32.111, -15.803], [0.376, -28.071, -14.607], [1.167, -27.335, -11.493], [7.835, -44.518, -7.334], [8.421, -43.483, -7.063], [7.905, -42.215, -7.432], [8.449, -40.989, -7.175], [7.843, -39.850, -7.580], [9.664, -40.827, -6.451], [10.098, -39.735, -6.012], [10.286, -42.152, -6.068], [9.691, -43.345, -6.339], [10.238, -44.543, -5.898], [7.013, -42.232, -8.042], [8.390, -39.065, -7.507], [11.164, -42.283, -5.453], [9.687, -45.289, -6.145], [4.191, -43.608, -14.008], [4.881, -42.536, -13.999], [6.331, -42.513, -13.876], [7.062, -41.384, -13.864], [8.409, -41.410, -13.571], [6.472, -39.962, -14.015], [7.084, -38.861, -13.928], [5.051, -40.072, -14.173], [4.321, -41.214, -14.166], [2.983, -41.196, -14.364], [6.906, -43.408, -13.684], [8.675, -40.548, -13.245], [4.541, -39.136, -14.345], [2.701, -42.104, -14.498], [7.145, -25.600, 0.709], [6.419, -26.807, 1.128], [6.636, -28.025, 0.337], [5.787, -26.898, 2.291], [5.327, -27.964, 2.748], [7.175, -24.744, 1.383], [6.682, -25.151, -0.169], [8.176, -25.831, 0.440], [6.211, -28.957, 0.710], [6.412, -27.844, -0.714], [7.721, -28.122, 0.371], [5.645, -25.936, 2.807], [2.413, -24.252, -5.070], [2.344, -22.862, -4.472], [3.290, -21.930, -5.091], [1.364, -22.437, -3.642], [1.266, -21.236, -3.337], [3.450, -24.469, -5.326], [1.741, -24.424, -5.911], [2.354, -25.091, -4.377], [3.022, -20.881, -4.967], [4.282, -22.263, -4.786], [3.256, -22.189, -6.149], [0.711, -23.270, -3.339], [4.809, -22.124, -13.251], [5.968, -22.584, -14.011], [5.962, -23.831, -14.730], [7.024, -21.743, -14.102], [8.032, -21.941, -14.764], [4.602, -22.564, -12.276], [3.979, -22.526, -13.833], [4.598, -21.055, -13.274], [6.939, -23.870, -15.213], [5.924, -24.654, -14.016], [5.131, -23.956, -15.424], [6.882, -20.841, -13.486], [10.607, -19.014, -5.478], [10.789, -18.003, -6.526], [10.489, -16.554, -6.160], [11.321, -18.281, -7.741], [11.349, -17.461, -8.723], [11.306, -19.050, -4.642], [10.539, -19.986, -5.966], [9.631, -18.878, -5.013], [10.504, -15.946, -7.065], [9.540, -16.445, -5.636], [11.315, -16.172, -5.559], [11.612, -19.341, -7.793], [15.799, -33.271, -11.614], [15.270, -34.347, -10.730], [15.999, -34.333, -9.422], [14.538, -35.318, -11.283], [14.280, -36.384, -10.810], [15.027, -32.950, -12.312], [16.808, -33.483, -11.970], [16.014, -32.377, -11.027], [17.080, -34.450, -9.340], [15.829, -33.379, -8.923], [15.689, -35.100, -8.714], [14.149, -34.900, -12.224], [11.552, -36.493, -20.617], [12.096, -37.699, -21.094], [12.476, -37.658, -22.488], [13.395, -38.816, -22.757], [13.173, -39.083, -24.160], [14.155, -40.005, -24.657], [12.161, -35.933, -19.907], [10.736, -36.988, -20.091], [11.187, -35.827, -21.398], [12.880, -36.681, -22.754], [11.583, -37.818, -23.092], [12.935, -39.618, -22.180], [14.443, -38.571, -22.584], [13.826, -40.367, -25.632], [14.295, -40.937, -24.109], [15.060, -39.432, -24.857], [15.209, -28.815, 0.119], [14.601, -29.128, -1.141], [14.057, -27.953, -1.724], [15.077, -27.035, -2.479], [14.353, -26.009, -3.208], [15.234, -25.047, -3.697], [14.429, -28.444, 0.784], [16.037, -28.122, -0.032], [15.565, -29.700, 0.645], [13.449, -27.326, -1.072], [13.271, -28.277, -2.407], [15.616, -27.620, -3.224], [15.855, -26.815, -1.748], [15.485, -24.252, -2.995], [14.706, -24.562, -4.518], [16.164, -25.464, -4.084]]
}

---

No. 4
{
  "formula": "C47H46FInN8O4",
  "method": "ωB97M-V with the def2-TZVPD basis set",
  "total_energy_ev": -77478.1499,
  "lumo_ev": [-3.22, -3.22],
  "e_above_lowest_kcal_mol": 0.0,
  "multiplicity": 2,
  "largest_force_ev_per_a": 1.00,
  "homo_energy_ev": [-6.2, -8.1],
  "total_charge": 1,
  "gap_ev": [3.002, 4.834],
  "symbols": ["In", "N", "C", "C", "C", "C", "C", "C", "C", "C", "C", "C", "C", "C", "N", "C", "C", "C", "C", "N", "H", "H", "H", "H", "H", "H", "H", "H", "H", "H", "F", "C", "C", "C", "C", "O", "C", "C", "N", "C", "C", "C", "C", "C", "C", "N", "C", "C", "N", "C", "C", "C", "O", "O", "H", "H", "H", "H", "H", "H", "H", "H", "H", "H", "H", "H", "H", "H", "H", "H", "H", "H", "O", "N", "C", "C", "C", "C", "C", "H", "H", "H", "H", "H", "C", "N", "C", "C", "C", "C", "C", "C", "C", "C", "H", "H", "H", "H", "H", "H", "H", "H", "H", "H", "H", "H", "H"],
  "coordinates": [[-2.202, -0.400, -0.027], [-4.454, 9.775, -0.067], [-4.256, 8.642, -0.035], [-4.001, 7.229, 0.002], [-3.290, 6.624, -1.032], [-3.031, 5.266, -0.979], [-3.472, 4.490, 0.092], [-4.196, 5.109, 1.111], [-4.460, 6.466, 1.075], [-3.161, 3.041, 0.158], [-1.818, 2.703, 0.481], [-0.802, 3.593, 0.839], [0.329, 2.826, 1.189], [-0.021, 1.511, 1.020], [-1.327, 1.404, 0.575], [-4.220, 2.129, -0.076], [-5.537, 2.472, -0.433], [-6.229, 1.272, -0.631], [-5.317, 0.259, -0.392], [-4.097, 0.750, -0.035], [-2.947, 7.221, -1.866], [-2.477, 4.789, -1.778], [-4.551, 4.508, 1.939], [-5.016, 6.942, 1.872], [-0.897, 4.666, 0.871], [1.286, 3.195, 1.530], [0.579, 0.634, 1.187], [-5.915, 3.474, -0.558], [-7.260, 1.147, -0.923], [-5.486, -0.799, -0.525], [3.885, 2.375, -1.874], [3.772, 1.155, -1.302], [2.533, 0.592, -1.186], [2.403, -0.687, -0.648], [1.057, -1.262, -0.498], [0.084, -0.653, -0.944], [0.997, -2.522, 0.197], [2.150, -3.170, 0.486], [3.399, -2.685, 0.238], [4.542, -3.541, 0.453], [4.513, -4.908, -0.160], [5.424, -3.858, -0.720], [3.545, -1.398, -0.260], [4.799, -0.781, -0.345], [4.927, 0.496, -0.865], [6.221, 1.086, -0.913], [6.376, 2.532, -1.014], [7.838, 2.872, -0.646], [8.413, 1.678, 0.056], [8.585, 0.540, -0.910], [7.255, 0.407, -1.681], [-0.320, -3.149, 0.607], [-0.365, -4.375, 0.742], [-1.291, -2.351, 0.810], [1.651, 1.118, -1.527], [2.103, -4.154, 0.935], [5.005, -3.438, 1.428], [3.639, -5.169, -0.741], [4.944, -5.721, 0.406], [5.153, -3.421, -1.672], [6.486, -3.953, -0.542], [5.678, -1.299, 0.015], [5.688, 3.015, -0.324], [6.175, 2.917, -2.016], [7.912, 3.732, 0.015], [8.458, 3.048, -1.522], [7.701, 1.370, 0.728], [9.277, 1.892, 0.551], [8.828, -0.344, -0.324], [9.423, 0.782, -1.560], [7.004, -0.642, -1.811], [7.355, 0.850, -2.679], [-2.689, -0.945, 2.461], [-1.633, -0.985, 3.220], [-1.185, -2.174, 3.678], [-0.080, -2.243, 4.496], [0.586, -1.081, 4.856], [0.106, 0.128, 4.380], [-1.008, 0.158, 3.569], [-1.751, -3.025, 3.336], [0.246, -3.214, 4.841], [1.453, -1.118, 5.501], [0.574, 1.069, 4.633], [-1.455, 1.053, 3.168], [-4.481, -2.942, 1.201], [-4.555, -4.019, 0.174], [-5.899, -4.101, -0.454], [-3.423, -3.930, -0.840], [-3.546, -2.830, -1.860], [-4.114, -3.212, -3.084], [-4.201, -2.337, -4.150], [-3.700, -1.052, -3.998], [-3.145, -0.673, -2.787], [-3.057, -1.530, -1.679], [-5.307, -3.068, 1.899], [-4.569, -1.981, 0.708], [-3.524, -3.000, 1.705], [-4.382, -4.894, 0.666], [-6.072, -3.180, -1.004], [-6.645, -4.220, 0.328], [-5.921, -4.946, -1.137], [-3.427, -4.896, -1.344], [-2.522, -3.847, -0.238], [-4.467, -4.231, -3.209], [-4.637, -2.656, -5.087], [-3.749, -0.345, -4.816], [-2.798, 0.353, -2.699]]
}